Formula: H3NO3P
Source: OMol25
Level of theory: ωB97M-V with the def2-TZVPD basis set

Computed properties:
* frontier orbital gap: 7.958 eV
* maximum force: 0.084 hartree/bohr
* SMILES: [O-]P(O)NO
* net charge: -1

Structure (XYZ):
```
8
Properties=species:S:1:pos:R:3:forces:R:3
O -1.041720 1.150059 0.310897 -0.64 2.66 1.19
P -0.946126 -0.004244 -0.627748 -0.31 -1.32 -0.29
O -1.383248 -1.318215 0.302350 1.92 -0.83 2.08
N 0.776669 -0.291457 -0.365544 2.29 -0.99 -3.55
O 1.450926 0.801031 0.242692 -1.60 1.42 0.68
H -0.619975 -1.376114 1.033660 -2.37 0.15 -2.24
H 1.169384 -0.332932 -1.406817 -0.69 0.06 2.70
H 0.594090 1.371874 0.510510 1.42 -1.14 -0.58
```
Positions in Å, forces in eV/Å.

=====

Formula: C30H28N2O6PtS
Source: OMol25
Level of theory: ωB97M-V with the def2-TZVPD basis set

Computed properties:
* frontier orbital gap (spin up / spin down): 7.271 / 5.902 eV
* maximum force: 0.066 hartree/bohr
* 2S+1: 3

Structure (XYZ):
```
68
Properties=species:S:1:pos:R:3:forces:R:3
Pt 1.255125 0.799046 -0.928836 -0.17 0.78 0.70
O -0.249929 0.610938 1.208220 0.14 -0.60 -0.21
C -0.173922 1.741161 2.046879 0.72 2.05 -0.72
C 0.477128 3.058057 1.227236 -1.80 -1.57 2.43
O 0.368793 4.097716 1.830640 0.28 0.95 -0.06
O 0.972338 2.787610 0.132446 1.09 -0.65 -2.63
C -1.544680 2.180675 2.498857 -0.14 -0.30 0.19
C -2.345384 2.927528 1.641209 0.01 -0.05 0.10
C -3.600275 3.344740 2.041227 -0.05 -0.04 -0.13
C -4.082781 2.998686 3.291051 -0.08 0.06 0.08
C -3.302954 2.239144 4.145632 -0.12 -0.02 0.05
C -2.042827 1.826295 3.748421 -0.05 -0.06 -0.16
C 0.842483 1.558444 3.129299 -0.01 -0.40 0.23
C 0.882634 2.463213 4.191744 0.03 -0.09 -0.02
C 1.800544 2.299759 5.209357 0.07 0.03 0.01
C 2.708608 1.253837 5.166929 0.11 -0.12 -0.02
C 2.720244 0.396512 4.079069 0.17 0.04 0.12
C 1.799300 0.548507 3.058718 -0.31 0.15 -0.04
H -1.164540 0.508444 0.890889 0.13 0.11 0.17
H -1.979136 3.208228 0.664290 0.10 0.06 -0.07
H -4.194813 3.954824 1.377598 -0.09 0.02 -0.06
H -5.064661 3.325706 3.597297 -0.10 0.06 0.07
H -3.677983 1.974958 5.125631 0.00 -0.05 0.02
H -1.442646 1.226607 4.415511 0.09 -0.01 0.06
H 0.203334 3.302280 4.200676 -0.05 -0.03 0.02
H 1.819356 2.999223 6.033142 -0.02 0.04 0.06
H 3.414462 1.114266 5.970746 0.12 0.01 0.09
H 3.458957 -0.388242 4.016829 0.08 -0.11 0.03
H 1.825163 -0.109976 2.201998 -0.08 -0.09 -0.01
C 1.178900 -2.273950 -2.876954 0.17 0.61 -0.56
N 0.673952 -2.892959 -1.640298 -0.53 0.10 0.08
C 0.777897 -4.352021 -1.726085 -0.06 -0.64 -0.04
C 1.313944 -2.360094 -0.387208 0.41 0.45 0.53
C 2.709206 -1.836840 -0.619106 -0.30 0.09 0.06
C 3.797581 -2.703300 -0.600307 -0.08 0.06 0.01
C 5.070591 -2.233129 -0.870953 0.10 0.04 -0.04
C 5.249359 -0.888856 -1.159087 0.04 -0.14 -0.01
C 4.166726 -0.022484 -1.159872 -0.32 0.33 -0.04
C 2.865358 -0.466509 -0.899853 -0.16 -0.43 0.00
H 0.530811 -2.547145 -3.708694 -0.07 -0.10 0.09
H 2.197592 -2.602260 -3.082124 -0.08 -0.07 0.10
H 1.188965 -1.184126 -2.778370 -0.06 -0.33 -0.02
H -0.355630 -2.625824 -1.539633 0.57 -0.23 -0.12
H 1.825291 -4.654292 -1.746019 -0.02 0.12 0.04
H 0.300149 -4.700464 -2.638795 -0.04 0.06 -0.04
H 0.278937 -4.812987 -0.875582 0.03 0.09 0.03
H 1.295232 -3.153019 0.363325 -0.04 -0.01 -0.16
H 0.683367 -1.536994 -0.026608 0.09 -0.33 -0.08
H 3.654098 -3.754389 -0.380229 -0.04 -0.04 0.09
H 5.916313 -2.906971 -0.851632 0.01 -0.01 -0.02
H 6.237868 -0.516387 -1.393422 0.01 0.05 0.06
H 4.340173 1.026459 -1.368504 -0.01 0.01 -0.02
O 0.100165 0.959054 -3.539333 -0.25 0.03 -0.16
C -0.872513 0.477184 -2.974912 0.30 0.21 -0.94
N -0.827806 0.072765 -1.697143 0.33 0.00 0.92
S -2.152607 -0.729313 -1.246082 0.13 -0.67 -0.03
O -1.817131 -2.159944 -1.204865 -0.47 0.19 0.09
O -2.738761 -0.218676 -0.038862 -0.04 0.12 -0.31
C -3.071450 -0.464426 -2.754653 0.79 0.24 0.09
C -4.306891 -0.906306 -3.164718 -0.20 -0.11 0.16
C -4.671158 -0.668574 -4.487256 0.03 -0.01 0.22
C -3.820183 0.011964 -5.346949 0.03 0.04 -0.02
C -2.577858 0.455225 -4.915795 0.10 -0.09 0.21
C -2.193447 0.184163 -3.611621 -0.41 0.17 -0.32
H -4.961718 -1.423077 -2.479290 -0.09 -0.06 -0.01
H -5.626308 -1.020445 -4.847070 -0.08 0.00 0.01
H -4.129503 0.192039 -6.366736 -0.01 0.03 -0.03
H -1.911450 0.988720 -5.571410 0.16 0.06 -0.12
```
Positions in Å, forces in eV/Å.

=====

Formula: C53H58BiNO5PSe2Te
Source: OMol25
Level of theory: ωB97M-V with the def2-TZVPD basis set

Computed properties:
* frontier orbital gap (spin up / spin down): 7.613 / 5.944 eV
* maximum force: 0.026 hartree/bohr
* 2S+1: 2

Structure (XYZ):
```
122
Properties=species:S:1:pos:R:3:forces:R:3
Bi -1.250576 -0.267557 -1.027566 -0.92 -0.17 -0.65
C -2.055310 0.927723 -4.415098 -0.50 -0.17 -0.05
C -3.059056 -0.221734 -4.611944 0.28 0.08 -0.01
O -3.232697 -0.892142 -3.381859 0.07 0.12 0.08
C -3.815859 -2.166865 -3.473213 0.06 -0.31 0.17
C -3.735986 -2.873717 -2.108493 -0.28 0.24 -0.27
O -2.472463 -2.888062 -1.492424 0.15 0.14 -0.09
C -1.507203 -3.834174 -1.883453 0.37 0.05 -0.17
C -0.777851 -3.542713 -3.211695 -0.28 -0.14 0.13
O -0.387180 -2.188814 -3.262051 -0.11 0.02 0.04
C -0.116761 -1.691920 -4.555232 -0.10 0.25 -0.13
C 0.117283 -0.168467 -4.499112 0.24 -0.47 0.07
O -0.847311 0.570428 -3.785729 -0.03 -0.18 0.10
H -2.484046 1.678551 -3.745358 -0.05 -0.02 -0.14
H -1.869514 1.398636 -5.390802 0.02 -0.01 0.09
H -2.699732 -0.922899 -5.381614 -0.10 0.08 0.13
H -4.017746 0.189820 -4.964905 0.14 0.04 -0.01
H -3.313857 -2.764809 -4.249647 -0.02 0.12 0.04
H -4.878180 -2.085949 -3.752406 0.06 -0.10 0.03
H -4.115728 -3.898086 -2.225869 -0.05 0.06 0.01
H -4.370059 -2.335944 -1.395507 -0.03 -0.12 -0.12
H -1.951690 -4.838103 -1.943544 0.09 0.04 0.01
H -0.785500 -3.818658 -1.057174 -0.02 -0.11 -0.17
H -1.431973 -3.793948 -4.062788 0.12 0.13 0.09
H 0.102320 -4.203532 -3.267822 -0.12 0.04 -0.01
H -0.950466 -1.926993 -5.235434 0.09 -0.05 0.15
H 0.783395 -2.165419 -4.977991 -0.04 0.12 0.06
H 0.212735 0.199873 -5.531921 0.03 0.00 0.14
H 1.049213 0.020961 -3.954131 -0.05 -0.05 -0.22
Se 1.325567 -0.244219 -0.872138 1.02 -0.02 -0.22
P 0.283019 3.142559 -1.506792 0.63 1.05 -0.50
Se -1.153324 4.189552 -2.677250 -0.11 -0.06 -0.07
C 0.553101 4.111094 0.029401 -0.05 -0.23 -0.08
C -0.571956 4.520013 0.735631 -0.09 0.02 -0.01
C -0.444820 5.221824 1.917734 0.03 0.00 0.06
C 0.811788 5.523434 2.417097 0.05 0.04 -0.02
C 1.935797 5.121790 1.715104 0.12 0.04 0.12
C 1.814283 4.412285 0.530937 0.00 -0.02 -0.11
C 1.901543 3.248159 -2.380773 -0.29 -0.13 0.09
C 3.010579 2.579671 -1.868873 -0.04 -0.06 0.00
C 4.217330 2.611207 -2.542640 0.16 -0.08 -0.02
C 4.335246 3.290258 -3.744352 0.03 0.03 0.03
C 3.234567 3.949800 -4.261039 0.05 -0.03 -0.08
C 2.026922 3.925117 -3.587470 -0.04 0.16 -0.13
H -1.548881 4.275958 0.351185 -0.04 0.13 -0.02
H -1.327987 5.531048 2.452891 -0.16 0.06 0.07
H 0.912509 6.081575 3.337237 0.03 0.01 0.06
H 2.919178 5.364470 2.092526 0.08 0.00 0.01
H 2.703552 4.105627 -0.001164 0.01 0.06 0.03
H 2.926875 2.007749 -0.955224 0.01 0.03 0.06
H 5.067105 2.087367 -2.133720 0.13 -0.08 0.06
H 5.276602 3.308649 -4.272961 0.10 -0.02 -0.02
H 3.309578 4.487435 -5.194699 0.02 0.05 -0.09
H 1.179663 4.449412 -4.005036 -0.05 -0.03 0.05
C 7.179496 -3.997746 0.267812 -0.01 0.06 -0.02
C 5.816257 -3.389915 0.418517 -0.02 -0.02 -0.02
C 4.676184 -4.141327 0.183572 0.10 0.05 0.04
C 3.412987 -3.592802 0.327393 -0.22 0.02 -0.05
C 2.217945 -4.428218 -0.047949 0.07 -0.20 0.05
C 3.247222 -2.270248 0.756236 0.12 -0.01 -0.09
Te 1.090503 -1.797479 1.115895 0.52 0.58 -0.13
N -0.958966 -0.924990 0.972127 0.40 0.26 -0.11
C -1.598118 -1.722298 1.793470 0.11 -0.49 0.58
O -0.915916 -2.401924 2.602030 -0.67 -0.25 0.42
C -3.076387 -1.858869 1.782789 -0.38 -0.15 0.19
C -3.912947 -0.913136 1.200391 0.16 -0.15 0.01
C -5.286427 -1.084895 1.235098 -0.13 0.05 -0.07
C -5.835055 -2.202854 1.842770 -0.08 0.00 -0.01
C -5.005068 -3.138027 2.443971 -0.07 -0.05 -0.01
C -3.634731 -2.963693 2.420997 0.08 0.05 -0.06
C 1.504241 -0.705047 2.898574 0.06 -0.19 0.14
C 2.044770 -1.489055 3.917798 -0.06 0.02 -0.08
C 2.297325 -2.953825 3.742700 0.09 0.00 0.04
C 2.339720 -0.903978 5.140542 -0.03 0.14 -0.03
C 2.098214 0.439036 5.377398 0.10 -0.18 -0.05
C 2.438409 1.049927 6.700849 -0.01 0.04 0.00
C 1.533414 1.193792 4.360216 0.04 -0.22 0.02
C 1.223926 0.645304 3.122199 -0.07 0.01 -0.15
C 0.618573 1.530370 2.083626 -0.05 0.13 0.05
C 4.393705 -1.494316 0.929250 -0.06 0.09 0.04
C 4.311510 -0.025360 1.211735 -0.06 0.01 0.01
C 5.654631 -2.057000 0.759845 -0.05 -0.15 0.03
H 7.106685 -5.071590 0.105965 0.06 -0.03 0.01
H 7.781058 -3.816731 1.157286 0.08 -0.04 0.03
H 7.702607 -3.558084 -0.581439 0.08 -0.01 -0.04
H 4.777843 -5.174056 -0.122935 -0.02 -0.12 -0.05
H 2.538574 -5.387033 -0.452400 -0.02 -0.04 -0.03
H 1.637093 -3.904053 -0.812517 -0.09 -0.16 0.00
H 1.572937 -4.615680 0.814674 -0.07 -0.10 -0.14
H -3.493853 -0.031132 0.739553 0.02 0.16 0.03
H -5.929383 -0.334235 0.797032 -0.05 0.06 -0.06
H -6.907922 -2.342662 1.853082 -0.03 0.02 0.04
H -5.427483 -3.999836 2.940214 -0.05 -0.07 0.01
H -2.971032 -3.672677 2.894174 0.04 -0.01 0.02
H 1.583431 -3.369136 3.030564 0.01 -0.33 0.16
H 2.184678 -3.474508 4.691551 -0.07 -0.06 -0.01
H 3.307596 -3.127673 3.374601 0.05 -0.10 -0.09
H 2.757103 -1.521763 5.924742 0.03 -0.05 0.09
H 2.820597 0.298467 7.385200 0.03 -0.05 0.11
H 1.559354 1.508112 7.147096 -0.07 0.10 0.10
H 3.198734 1.819995 6.586229 0.05 0.11 0.02
H 1.319646 2.238983 4.530158 -0.04 0.17 0.00
H 0.353681 2.491407 2.515298 0.02 0.13 0.03
H -0.280722 1.086575 1.664554 0.04 0.06 -0.04
H 1.320440 1.709749 1.270577 -0.02 -0.01 -0.05
H 3.345265 0.236314 1.630046 0.03 0.17 0.05
H 4.433120 0.516299 0.271933 0.03 0.15 -0.02
H 5.096612 0.288131 1.897984 0.02 0.09 0.03
H 6.532044 -1.437988 0.893511 0.10 0.11 0.06
C -1.765060 1.780696 -0.393241 -0.74 0.00 0.52
C -2.826976 2.295743 -0.079805 0.71 -0.36 -0.13
C -4.108478 2.806293 0.225056 -0.51 0.03 0.02
C -5.064415 2.833960 -0.795698 0.03 0.07 0.00
C -6.370079 3.178831 -0.515077 -0.14 0.06 0.00
C -6.739575 3.502851 0.781700 -0.03 0.01 0.04
C -5.794154 3.495004 1.796448 -0.10 0.06 0.04
C -4.484021 3.147103 1.525855 0.07 0.05 -0.03
H -4.769759 2.572186 -1.801666 0.06 -0.03 -0.05
H -7.105896 3.194028 -1.307017 -0.03 -0.01 -0.04
H -7.765151 3.756386 1.002831 -0.10 0.05 0.02
H -6.086375 3.755352 2.804846 0.01 -0.01 0.03
H -3.750224 3.127624 2.318356 0.09 -0.06 0.03
```
Positions in Å, forces in eV/Å.

=====

Formula: C3H7NO3
Source: OMol25
Level of theory: ωB97M-V with the def2-TZVPD basis set

Computed properties:
* frontier orbital gap: 9.108 eV
* maximum force: 0.063 hartree/bohr
* SMILES: CN1OO[C@@]1(C)O

Structure (XYZ):
```
14
Properties=species:S:1:pos:R:3:forces:R:3
C -0.935787 0.146555 -1.673665 -0.23 -0.08 -0.04
N -0.011189 0.687813 -0.682570 0.79 -1.63 -1.27
O -0.592309 1.738799 -0.023570 -0.68 -0.78 3.09
O -0.763625 0.767572 1.266509 -0.28 1.42 -1.35
C 0.120303 -0.115150 0.565482 0.58 0.26 -1.00
C 1.532311 -0.097711 1.103605 0.11 0.01 0.22
O -0.364844 -1.429307 0.484779 0.01 0.89 0.49
H -1.057567 0.873081 -2.479745 0.11 0.00 0.16
H -1.920667 -0.070822 -1.245313 0.07 -0.04 -0.01
H -0.514836 -0.765742 -2.102828 0.02 0.12 0.17
H 1.920047 0.922909 1.137800 -0.17 -0.09 -0.10
H 1.543770 -0.506803 2.116459 -0.05 -0.01 -0.08
H 2.192310 -0.704403 0.477834 -0.21 0.04 0.01
H -1.147917 -1.446791 1.055223 -0.06 -0.11 -0.28
```
Positions in Å, forces in eV/Å.